1.
{"formula": "C4H10N2O2", "method": "wB97M-V/def2-TZVPD", "elements": ["C", "C", "C", "N", "C", "N", "O", "O", "H", "H", "H", "H", "H", "H", "H", "H", "H", "H"], "coordinates": [[0.14908, 0.54959, -0.66378], [0.92527, 1.66188, -1.29953], [-0.90157, -1.98190, 0.72528], [0.85393, -0.57350, -0.37098], [0.51453, -1.77401, 0.28852], [-1.17352, 0.60209, -0.53958], [-0.30393, 1.25104, 1.57961], [1.39948, -2.58499, 0.43646], [-0.15999, 1.31133, 2.53034], [1.85446, -0.51143, -0.50722], [-1.54237, 1.43685, -0.98123], [-1.23829, 0.83486, 0.65673], [0.87861, 1.57163, -2.38692], [0.49750, 2.61625, -0.99759], [1.96923, 1.66093, -0.99207], [-1.12810, -1.27045, 1.52120], [-1.59576, -1.80100, -0.09426], [-0.99855, -2.99917, 1.09502]], "mulliken_charge": [0.8716, -1.4170, -0.9410, -0.0859, 0.5347, -0.6611, -0.8105, -0.5761, 0.1759, 0.2039, 0.2849, 0.3896, 0.3258, 0.3969, 0.3947, 0.2449, 0.3358, 0.3331], "spin_multiplicity": 1, "e_homo_ev": -9.12, "orbital_gap_ev": 9.55, "de_lowest_kcal_mol": 61.66}

2.
{"formula": "C5H33NO14", "method": "wB97M-V/def2-TZVPD", "elements": ["O", "C", "O", "C", "C", "C", "C", "N", "H", "H", "H", "H", "H", "H", "H", "H", "H", "H", "H", "O", "H", "H", "O", "H", "H", "O", "H", "H", "O", "H", "H", "O", "H", "H", "O", "H", "H", "O", "H", "H", "O", "H", "H", "O", "H", "H", "O", "H", "H", "O", "H", "H", "O"], "coordinates": [[-2.84682, -1.66142, 2.24766], [-2.15567, -1.31193, 1.31885], [-1.79056, -2.25977, 0.44200], [-1.63923, 0.08119, 1.09008], [-0.13965, 0.20182, 0.72802], [0.77712, 0.45576, 1.89443], [1.41342, 1.61091, 2.04530], [1.02187, -0.66751, 2.71037], [-0.01450, -3.12548, 1.35340], [-1.87349, 0.67209, 1.97543], [-2.23185, 0.53110, 0.29359], [0.18503, -0.72262, 0.25075], [-0.03894, 0.98870, -0.01497], [2.12905, 1.79525, 2.83911], [1.31033, 2.45391, 1.37261], [0.19226, -1.00143, 3.18462], [1.71232, -0.47629, 3.42091], [0.21554, 3.67144, -1.46574], [-1.16203, 4.09014, -0.86026], [-0.75657, 3.65033, -1.61143], [-1.09486, 2.18801, -2.60333], [-1.73528, 0.71742, -2.95931], [-0.94827, 1.31036, -3.00864], [1.94025, 2.45372, -1.78750], [2.47748, 3.91067, -2.04255], [1.95020, 3.37476, -1.43791], [2.52134, -0.40889, 0.42800], [2.38170, -0.01191, -1.09417], [2.95471, -0.47056, -0.43481], [1.19632, -2.41520, 2.01519], [1.58929, -3.19742, -0.23986], [0.94243, -3.17084, 1.45834], [4.13448, 0.95193, -0.10602], [3.73027, 2.44250, -0.10196], [4.49009, 1.85269, 0.02535], [2.44462, -2.16300, -1.01226], [0.36930, -2.35094, -1.69569], [1.82823, -2.90996, -1.15217], [-4.23635, -2.01341, -0.24389], [-5.03477, -0.70845, -0.08867], [-4.18541, -1.06083, -0.36910], [0.63811, 1.04673, -2.75534], [2.04560, 0.64814, -3.31563], [1.58611, 0.85302, -2.48724], [-2.32836, -1.25348, -2.82075], [-3.45942, -0.63245, -1.96813], [-2.99044, -0.53855, -2.82101], [-0.12114, -0.90562, -2.05562], [-1.32030, -1.96640, -0.38124], [-0.44196, -1.78490, -1.81180], [-1.96578, -0.44914, 5.18165], [-2.17059, -1.32729, 3.92651], [-1.49524, -0.98690, 4.54483]], "mulliken_charge": [-0.7945, 0.5940, -0.5523, -0.6139, 1.9048, -0.1202, -1.2195, -0.2992, 0.3193, 0.2996, 0.4075, -0.6730, -0.2465, 0.2085, 0.3289, 0.1819, 0.2299, 0.3994, 0.3022, -0.7119, 0.3354, 0.4264, -0.7163, 0.4512, 0.2880, -0.7322, 0.4717, 0.4767, -0.8974, 0.4513, 0.4536, -0.7931, 0.4370, 0.3056, -0.6781, 0.3965, 0.3894, -0.8267, 0.3100, 0.2579, -0.5959, 0.3342, 0.2711, -0.7285, 0.3131, 0.4330, -0.7985, 0.2594, 0.4392, -0.7038, 0.2811, 0.3941, -0.6504], "spin_multiplicity": 1, "e_homo_ev": -9.29, "orbital_gap_ev": 9.36, "de_lowest_kcal_mol": 0.00}

3.
{"formula": "C7H17N3", "method": "wB97M-V/def2-TZVPD", "elements": ["C", "C", "C", "C", "C", "N", "H", "H", "H", "H", "H", "H", "H", "H", "H", "H", "H", "C", "C", "N", "N", "H", "H", "H", "H", "H", "H"], "coordinates": [[1.93065, 0.82822, -0.63024], [1.32865, -1.57011, -1.38860], [1.73547, 0.40437, 0.82922], [0.71606, 1.61895, -1.14074], [2.19460, -0.34730, -1.55236], [3.12228, -0.21720, -2.40813], [2.81278, 1.46957, -0.70200], [3.21695, -1.04191, -3.00331], [0.28131, -1.30642, -1.23976], [1.42371, -2.23072, -2.25117], [1.64416, -2.12297, -0.50034], [1.64952, 1.28866, 1.46334], [-0.19177, 1.01738, -1.08831], [2.58555, -0.17899, 1.18643], [0.82667, -0.18611, 0.94625], [0.87605, 1.94018, -2.16993], [0.57099, 2.51278, -0.53023], [-2.05228, 1.01728, 1.73453], [-2.16170, -0.19970, 0.91318], [-3.58965, -1.30716, 1.47997], [-1.75771, -0.82091, -0.03365], [-4.54054, -0.97913, 1.32774], [-3.50937, -1.80966, 2.36040], [-3.03026, -1.75121, 0.56493], [-2.98652, 1.58130, 1.70328], [-1.85269, 0.75270, 2.77399], [-1.24288, 1.63812, 1.35553]], "mulliken_charge": [0.7399, -1.0831, -1.4919, -1.3093, 0.5325, -0.7486, 0.2498, 0.2552, 0.2035, 0.4432, 0.2470, 0.4334, 0.2083, 0.3660, 0.1697, 0.4021, 0.3538, -0.8650, 0.6251, -0.6607, -0.7204, 0.2499, 0.2513, 0.3595, 0.3539, 0.2546, 0.1801], "spin_multiplicity": 1, "e_homo_ev": -8.91, "orbital_gap_ev": 9.51, "de_lowest_kcal_mol": 64.25}

4.
{"formula": "C3H6N4O", "method": "wB97M-V/def2-TZVPD", "elements": ["C", "N", "N", "C", "N", "N", "C", "O", "H", "H", "H", "H", "H", "H"], "coordinates": [[2.88311, -0.27186, -0.01434], [1.66015, 0.04994, 0.00635], [0.85962, -1.14755, -0.02583], [-0.44202, -1.02039, -0.02522], [-1.23751, 0.14037, -0.08392], [-0.68714, 1.44519, -0.07074], [-2.64286, 0.08968, -0.04417], [-3.25013, -0.94666, 0.02516], [3.27864, -1.26716, -0.21389], [3.55139, 0.64956, 0.17041], [-1.02818, -1.92804, 0.08217], [0.40879, 1.36387, -0.71381], [-0.36447, 1.66524, 1.05486], [-2.98937, 1.17781, -0.14701]], "mulliken_charge": [-0.3325, -0.2516, -0.4309, -0.0458, 0.1914, -0.8019, 0.2044, -0.5271, 0.3184, 0.2231, 0.3844, 0.4482, 0.2959, 0.3241], "spin_multiplicity": 1, "e_homo_ev": -9.20, "orbital_gap_ev": 9.57, "smiles": "C=N/N=C\\N(N)C=O", "de_lowest_kcal_mol": 107.97}